# C25H26MnN7O3S4

C25H26MnN7O3S4 as an isolated structure in a non-equilibrium geometry (ωB97M-V with the def2-TZVPD basis set, OMol25).

LUMO level (spin up / spin down) = -5.019 / -4.271 eV
2S+1 = 4
Charge = +1
F_max = 1.062 eV Å⁻¹
HOMO (spin up / spin down) = -10.11 / -10.15 eV

The geometry in XYZ format:
```
66
Properties=species:S:1:pos:R:3:forces:R:3:nbo_charge:R:1
Mn -0.31071 -0.54187 0.35306 0.925 0.344 0.394 1.372
C -4.47264 -0.23379 0.44882 -0.023 -0.085 0.097 -0.679
C -3.09462 0.02399 -0.06878 0.276 -0.023 -0.040 0.525
O -2.13499 -0.59371 0.55619 -0.345 -0.040 0.062 -0.646
C -2.88058 0.85062 -1.14065 -0.055 0.036 -0.040 -0.456
C -1.60669 1.15855 -1.66178 0.149 0.077 -0.053 0.355
C -1.49682 2.05233 -2.85733 -0.089 0.043 -0.011 -0.661
N -0.49982 0.67593 -1.14097 0.028 0.094 -0.211 -0.387
N 0.70684 1.05337 -1.73654 -0.326 -0.035 0.010 -0.368
C 1.68869 0.48904 -1.13281 0.161 -0.102 0.070 0.536
O 1.50125 -0.32928 -0.10156 -0.211 -0.162 0.056 -0.704
C 3.07720 0.73482 -1.56454 0.046 -0.065 0.091 -0.063
C 3.34150 1.50374 -2.69678 -0.039 0.015 -0.009 -0.183
C 4.65005 1.74758 -3.07386 0.017 0.003 0.009 -0.206
C 5.70105 1.23212 -2.32321 -0.018 -0.009 -0.006 -0.183
C 5.44042 0.45451 -1.20471 -0.003 -0.004 0.017 -0.200
C 4.13002 0.20205 -0.82734 0.020 -0.025 0.022 -0.203
H -4.42700 -0.81893 1.36342 -0.001 0.005 -0.005 0.246
H -5.05301 -0.78104 -0.29563 -0.001 0.014 0.009 0.249
H -4.98068 0.71019 0.64451 -0.017 -0.018 -0.021 0.246
H -3.74111 1.29822 -1.61443 0.025 0.026 0.000 0.238
H -2.48294 2.33401 -3.21566 0.002 0.008 0.015 0.230
H -0.94544 1.54698 -3.65034 0.013 0.019 0.001 0.250
H -0.92683 2.94608 -2.60378 0.014 -0.012 -0.006 0.258
H 2.51440 1.89954 -3.27051 0.027 0.021 0.007 0.233
H 4.85581 2.34151 -3.95462 -0.012 0.003 0.016 0.225
H 6.72390 1.43472 -2.61313 -0.016 -0.012 -0.014 0.225
H 6.25787 0.04427 -0.62613 -0.014 0.001 0.000 0.222
H 3.91573 -0.41425 0.03602 0.034 0.007 0.004 0.221
S 2.93272 -2.43953 6.95266 0.074 -0.025 0.062 -0.086
C 2.40222 -2.38248 5.40228 0.171 0.040 -0.108 -0.151
S 0.72672 -2.02090 5.07807 -0.101 0.039 -0.096 0.459
C 1.03333 -2.11123 3.37435 0.110 0.075 -0.030 -0.134
N 2.24909 -2.37487 3.07554 0.086 -0.147 -0.243 -0.296
N 3.03323 -2.54150 4.18921 0.043 -0.003 0.093 -0.260
C 4.39990 -2.92458 3.91582 -0.127 0.075 -0.051 0.202
C 5.31105 -3.20675 4.92358 0.116 -0.029 0.110 -0.259
C 6.60791 -3.58444 4.59046 -0.049 0.020 -0.022 -0.186
C 7.00604 -3.68740 3.27014 0.006 0.024 -0.012 -0.212
C 6.09060 -3.39920 2.26630 0.033 0.019 0.032 -0.188
C 4.79787 -3.01921 2.57966 -0.045 0.061 0.004 -0.266
S -0.29214 -1.94199 2.26316 -0.547 -0.180 -0.041 -0.065
H 5.03244 -3.13802 5.95995 -0.037 0.006 -0.021 0.256
H 7.30895 -3.79534 5.38764 -0.029 -0.014 -0.008 0.224
H 8.01723 -3.98378 3.02281 -0.031 0.005 0.003 0.223
H 6.38596 -3.46867 1.22687 -0.031 -0.008 0.011 0.216
H 4.09191 -2.79730 1.79592 0.017 -0.045 -0.032 0.234
S 0.01168 -4.47920 -1.82201 0.011 -0.044 -0.073 0.568
C -0.50128 -3.26405 -2.90949 0.032 -0.153 -0.030 -0.424
C -0.63582 -2.08921 -2.26063 -0.046 0.101 0.094 -0.032
N -0.33713 -2.15490 -0.91361 -0.027 -0.013 0.239 -0.474
C 0.02291 -3.36856 -0.55785 -0.010 -0.003 -0.114 -0.122
H -0.67461 -3.47170 -3.95262 -0.005 0.030 0.033 0.270
H -0.94780 -1.15860 -2.70209 0.023 -0.001 0.037 0.240
H 0.29026 -3.63458 0.45313 0.000 0.048 -0.020 0.275
C 1.53661 3.05440 3.99684 0.023 -0.078 -0.019 -0.430
N 0.61811 2.52270 3.00370 -0.117 0.139 0.022 -0.572
C 0.78595 1.37542 2.34753 0.102 -0.200 0.026 0.815
N 1.88523 0.65086 2.57702 -0.033 0.161 -0.193 -0.802
O -0.13064 1.00317 1.54832 -0.217 -0.035 -0.154 -0.660
H 1.17745 4.02981 4.30801 -0.002 0.006 0.008 0.239
H 2.53555 3.18508 3.57738 -0.012 0.037 -0.026 0.206
H 1.59555 2.40865 4.87467 -0.018 -0.009 0.003 0.215
H -0.26226 2.98222 2.84239 0.002 0.000 -0.006 0.425
H 2.65195 1.02695 3.10678 -0.020 -0.018 0.067 0.418
H 2.07089 -0.12585 1.96083 0.085 -0.003 -0.007 0.438
```
Positions in Å, forces in eV/Å.